Record 1
Here is a molecular structure, C22H14BBrN2O3Pd from the Open Molecules 2025 dataset. Energies are from ωB97M-V/def2-TZVPD.

XYZ file:
```
44
Properties=species:S:1:pos:R:3
Pd 0.905 -0.321 -1.295
Br 5.479 -4.354 3.093
C 4.649 -3.454 1.716
C 4.898 -3.820 0.375
C 4.289 -3.141 -0.631
C 3.367 -2.056 -0.371
O 2.861 -1.449 -1.336
C 3.118 -1.704 1.028
C 2.288 -0.582 1.446
N 1.426 0.034 0.733
C 0.761 1.196 1.225
C 0.486 1.442 2.543
C -0.104 2.664 2.927
C -0.406 3.615 1.995
C -0.167 3.372 0.621
C -0.471 4.306 -0.397
C -0.228 3.989 -1.701
C 0.298 2.722 -2.006
N 0.607 1.837 -1.084
C 0.395 2.144 0.233
C 3.777 -2.388 2.019
H 5.580 -4.633 0.167
H 4.466 -3.381 -1.671
H 2.473 -0.232 2.462
H 0.711 0.708 3.305
H -0.308 2.841 3.974
H -0.839 4.561 2.294
H -0.894 5.266 -0.128
H -0.438 4.682 -2.503
H 0.476 2.434 -3.035
H 3.638 -2.119 3.058
O -1.816 -1.904 -1.407
B -1.128 -0.658 -1.396
O -2.161 0.363 -1.408
C -3.331 -0.245 -1.437
C -4.609 0.311 -1.469
C -5.636 -0.594 -1.505
C -5.419 -2.022 -1.506
C -4.164 -2.582 -1.470
C -3.121 -1.671 -1.437
H -4.762 1.380 -1.471
H -6.660 -0.247 -1.538
H -6.291 -2.661 -1.539
H -3.992 -3.648 -1.473
```

Output
orbital gap (alpha / beta)	7.486 / 5.096	eV
E_LUMO (alpha / beta)	-6.20 / -9.24	eV
M	551.501	g/mol
2S+1	5
E_HOMO (alpha / beta)	-13.69 / -14.33	eV
net charge	+2
<S²>	6.06

Löwdin population analysis, charges in e, atoms 1 to 2:
1 Pd 1.0220
2 Br 0.9459

=====

Record 2
Here is C22H14ClN5OS in the gas phase from the Open Molecules 2025 dataset. Energies are from ωB97M-V/def2-TZVPD.

XYZ file:
```
44
Properties=species:S:1:pos:R:3
O 4.028 1.193 2.784
C 3.230 0.508 2.188
N 1.901 0.534 2.488
C 0.870 -0.229 1.920
C 1.026 -1.595 1.691
C 0.006 -2.312 1.089
C -1.174 -1.692 0.726
C -1.353 -0.333 0.985
C -2.574 0.354 0.628
N -2.781 1.605 0.829
C -4.004 2.010 0.400
C -4.515 3.304 0.481
C -5.780 3.550 -0.004
C -6.547 2.531 -0.569
C -6.064 1.241 -0.661
C -4.793 0.985 -0.176
S -3.917 -0.511 -0.147
C -0.325 0.392 1.588
C 3.603 -0.365 1.026
C 2.943 -0.195 -0.183
C 3.273 -0.976 -1.283
N 2.543 -0.837 -2.468
C 1.208 -0.561 -2.604
N 0.876 -0.535 -3.855
N 1.980 -0.778 -4.582
C 2.965 -0.967 -3.763
C 4.303 -1.908 -1.188
C 4.985 -2.060 0.003
C 4.635 -1.299 1.111
Cl 5.451 -1.547 2.605
H 1.628 1.262 3.138
H 1.936 -2.091 1.989
H 0.135 -3.369 0.908
H -1.962 -2.255 0.249
H -3.912 4.083 0.919
H -6.188 4.548 0.052
H -7.535 2.755 -0.942
H -6.654 0.451 -1.098
H -0.475 1.444 1.777
H 2.171 0.555 -0.271
H 0.540 -0.422 -1.779
H 3.977 -1.168 -4.047
H 4.558 -2.520 -2.039
H 5.783 -2.780 0.086
```

Output
orbital gap	8.315	eV
E_LUMO	-0.39	eV
M	431.908	g/mol
E_HOMO	-8.70	eV
net charge	0

Löwdin population analysis, charges in e, atoms 1 to 2:
1 O 0.0809
2 C -0.4609